Record 1
32
Properties=species:S:1:pos:R:3:forces:R:3 method="wB97M-V/def2-TZVPD" total_energy_ev=-27364.4707 charge=-1 gap_ev=5.63 largest_force_ha_per_bohr=0.059 e_above_lowest_ev=0.647 homo_ev=-3.99 multiplicity=1
O 1.677517 0.869506 -5.101843 0.2233 0.0834 1.2365
O 2.379992 1.433011 -3.099667 -0.9854 -1.0246 -1.4123
O 1.469816 0.171180 -1.055694 -0.2878 -0.4391 0.8846
N 1.699426 0.710449 -3.852201 0.5555 0.7715 -0.4132
N 1.691928 3.233163 3.111623 0.3902 -2.5700 -0.8731
N 4.532752 0.033999 2.269543 -2.4264 0.6893 0.0356
C -3.067340 1.094425 2.386682 0.3545 -0.0992 -0.0177
C 0.152506 -1.128592 -4.208476 -0.3064 -0.4391 0.1914
C 2.049522 0.791622 2.289841 -0.6959 -0.9665 0.1392
C -2.175066 1.887284 1.652445 0.0005 -0.2286 0.3037
C 0.895299 -0.354486 -3.324321 0.1206 0.0383 1.4977
C 1.843820 2.136269 2.724472 -0.4400 2.9013 0.8047
C -2.617056 -0.069129 3.027572 -0.0136 0.2323 -0.1532
C 3.410562 0.366959 2.263048 2.7290 -0.8952 -0.1704
C -0.367660 0.345519 2.188706 -1.3692 0.2548 0.0453
C -0.687711 -2.444160 -2.347123 0.3436 0.3745 0.1808
C -1.287428 -0.453469 2.905690 0.4814 0.2649 -0.2899
C -0.643654 -2.170720 -3.732093 0.1841 0.3003 -0.5705
C 0.857254 -0.565762 -1.844885 0.1340 0.3946 -1.3705
C 0.032488 -1.691342 -1.441528 -0.1361 -0.0686 -0.3565
C -0.827677 1.537703 1.581531 0.2226 -0.4689 0.0364
C 1.019185 -0.080239 2.103328 0.9224 0.7515 0.0673
H 0.227842 -0.877609 -5.268187 -0.1284 -0.2198 0.3457
H -4.114381 1.382652 2.461255 0.2031 -0.0675 -0.0296
H -1.219023 -2.762330 -4.446633 0.1336 0.1093 0.2938
H -0.001059 -1.895568 -0.371693 -0.0570 -0.0105 -0.1787
H -0.119526 2.156891 1.024460 -0.3255 -0.2947 0.0828
H -3.303033 -0.680003 3.617117 0.1562 0.1961 -0.2152
H -1.304678 -3.267142 -1.984043 0.1036 0.1360 -0.0699
H -2.526430 2.787915 1.143367 0.1175 -0.3132 0.1933
H 1.230767 -1.139076 1.939342 0.0571 0.3914 -0.0634
H -0.908957 -1.358934 3.388359 -0.2609 0.2160 -0.1547

=====

Record 2
108
Properties=species:S:1:pos:R:3:forces:R:3 method="wB97M-V/def2-TZVPD" total_energy_ev=-61567.6591 charge=0 gap_ev=9.51 largest_force_ha_per_bohr=0.097 e_above_lowest_ev=0.000 homo_ev=-9.32 multiplicity=1 smiles=Fc1ccccc1.Fc1ccccc1.Fc1ccccc1.CCCC#N.CCCC#N.CCCC#N.CCCC#N.CCCC#N.CCCC#N
F -4.646340 4.776141 -3.565100 0.1300 -0.7439 0.0145
F -5.349062 -5.553954 0.654787 -0.5478 0.2891 -0.2009
F 7.963481 3.545267 0.297081 -0.0354 0.1985 -0.0945
N 0.016443 2.292773 0.956649 0.4051 -3.0406 -1.0253
N 3.086634 -1.091503 5.364349 -1.1008 -0.1465 0.0055
N -0.250078 -8.003267 4.658134 -0.6537 -1.4214 1.4743
N 5.276876 -1.867541 -3.788574 -0.5893 2.6969 -3.4915
N -7.541782 -2.179962 -8.686058 0.0114 0.0450 -0.0029
N 3.355391 4.355749 6.731693 -0.8790 -0.1441 0.4098
C -8.399429 -5.884149 2.621510 -0.4769 -0.0972 -0.4287
C -9.632387 -0.692748 -5.603829 1.4771 0.6091 0.4390
C -8.067502 -0.730855 -5.465842 -0.4622 -0.7840 0.4063
C 2.353016 -7.946322 2.213413 0.2876 0.4687 -0.1561
C 6.239175 -2.722073 3.447331 -1.1152 0.8071 -0.1453
C 2.309592 4.199817 7.198612 0.0879 -0.0296 0.1490
C 0.965979 3.996923 7.815211 0.7535 -0.1217 1.1041
C -4.523763 5.966785 -2.984845 0.5281 1.8478 0.6350
C 0.373223 -0.112371 -0.037289 -0.3016 -0.4006 -0.8529
C 1.365841 -6.838068 1.736911 0.0530 -2.2269 0.0604
C 0.150077 -7.248371 3.916336 0.4958 1.5017 -1.9702
C -5.450799 6.941793 -3.305231 -0.5466 -0.9700 0.5057
C 6.107837 -1.709805 -7.803858 -0.2411 -0.7038 0.9777
C -9.199063 -4.833403 2.175245 0.6733 0.0969 -1.0109
C -1.803890 -0.064840 -1.369866 0.8499 0.3330 -1.5131
C 6.098105 4.594078 -0.751327 -0.4798 0.4960 0.0126
C -6.606607 -5.303641 1.085932 -0.7095 -0.0620 1.6785
C 0.175297 1.195379 0.564465 -0.6445 3.1062 1.5676
C 0.605624 -6.270025 2.918034 0.5933 0.9231 0.3526
C 2.101248 3.988307 10.247975 -0.9039 -0.6747 0.6494
C -8.665720 -4.040873 1.169389 1.1141 0.6797 -0.1604
C 5.525404 5.240289 -1.868628 1.1529 -0.9018 0.3624
C 5.121221 -1.171330 -4.738773 0.4227 -3.6169 3.4213
C 4.225226 -1.049473 5.353851 1.2613 0.2580 -0.2730
C -5.331232 8.189585 -2.725416 -0.0409 -0.5502 -0.8825
C 6.271846 5.384609 -3.041728 0.5131 -0.2501 0.2858
C -7.425415 -1.411693 -7.840941 -0.0278 -0.0959 0.4500
C -7.303006 -0.442317 -6.740025 -0.1057 0.5061 -0.9947
C 8.167925 4.447458 -1.868870 1.0820 -0.0711 -0.7372
C -7.364775 -4.225883 0.668663 0.1832 -0.5150 -0.4024
C 7.628108 5.008441 -3.036892 -0.5856 -0.4509 1.0494
C 6.120539 -0.449251 -6.888250 0.5122 -0.3382 -1.3014
C -3.433680 6.256205 -2.150103 0.2213 -0.6687 -0.7878
C 4.976493 -0.333181 -5.919530 -0.3572 0.3317 0.7931
C 7.432715 4.194148 -0.753413 -1.7861 0.5155 -0.2751
C 5.691380 -0.978865 5.350658 -0.0304 -0.1231 -0.0053
C 6.378120 -2.273365 4.908914 0.8556 -0.2813 -0.4454
C -0.951362 -0.859490 -0.383724 -0.3698 0.7558 0.2348
C -7.122888 -6.104747 2.109229 -0.1565 -0.3674 -0.3484
C -3.225145 7.545872 -1.652980 -1.2129 -0.5996 -0.8932
C -4.219913 8.460107 -1.971536 0.4791 1.5296 0.6245
C 1.018872 3.396330 9.313269 0.1925 0.1181 -1.6161
H 5.186859 -2.880982 3.211809 -0.0943 -0.2780 -0.0795
H 7.445288 -2.069970 4.997644 0.1077 -0.1614 0.6164
H -7.792499 -1.682675 -5.011417 0.1565 -0.2706 -0.3725
H -2.555339 -0.591306 -1.958307 -0.6698 -0.3363 1.0515
H -2.126469 0.929059 -1.059660 -0.2851 -0.3013 0.3973
H -8.874909 -6.614868 3.259003 0.3800 -0.0503 0.4050
H 1.874286 -6.099818 1.116774 -0.0387 0.2606 0.4416
H -1.183427 0.143069 -2.241594 0.6943 0.3602 -0.0269
H -6.047875 8.954183 -2.986597 -0.0085 0.1165 0.2152
H -4.116979 9.494680 -1.679174 0.1989 0.0828 0.3593
H -6.577296 -6.980737 2.427636 0.1828 0.0275 0.0780
H -6.252194 -0.195215 -6.588940 0.1083 -0.4666 0.2370
H 6.051278 -0.122797 4.779938 -0.2944 0.0220 -0.1973
H 1.324522 -5.624298 3.422340 -0.1347 0.2025 0.3426
H 1.887997 -8.815364 2.678836 -0.4576 0.0350 -0.3961
H -10.222655 -4.665574 2.476086 0.0636 -0.1544 0.3173
H 0.887648 0.173353 -0.954800 0.1438 -0.4474 -0.3273
H 0.660921 -7.341116 1.074987 -0.1098 0.0425 -0.1591
H -2.725014 5.444639 -2.075492 0.2665 0.0441 0.4411
H -6.944379 -3.595381 -0.100829 -0.1687 0.2474 -0.0412
H 6.046671 0.409729 -7.555186 0.1561 0.1523 0.0485
H 0.453482 4.958328 7.849027 0.1449 0.0988 -0.0615
H 7.063067 -0.350622 -6.349719 0.0153 -0.1381 -0.0585
H 5.731568 -2.606439 -7.311356 -0.3104 0.1130 0.6653
H 1.056050 -0.750728 0.523397 -0.0963 0.2227 0.2467
H 3.031270 -7.617952 3.000962 0.1318 0.4865 -0.0732
H -7.638640 -0.019715 -4.759824 -0.6828 0.3434 0.2173
H 5.755778 5.731280 -3.924840 0.2685 0.2315 -0.1474
H 2.972407 -8.272337 1.377836 -0.0502 -0.1235 0.0275
H 0.391778 3.360880 7.141541 0.0039 -0.1292 0.1660
H 6.537696 -1.909463 2.785034 0.1596 0.1391 0.0026
H -6.312487 6.622973 -3.872894 -0.0393 0.2530 -0.3069
H -7.686664 0.496215 -7.140099 -0.2112 0.1536 -0.1357
H 4.019237 -0.476783 -6.420665 -0.0821 -0.1818 0.2000
H -2.351999 7.876691 -1.110231 0.0258 -0.3532 0.0790
H -0.747643 -1.835696 -0.823745 0.2578 0.0209 0.2061
H 6.806925 -3.593865 3.122143 0.0329 -0.0554 0.5669
H 1.126963 2.317033 9.205807 0.5932 -0.0487 0.0170
H 7.096486 -2.089058 -8.062365 0.1208 0.7075 -0.4862
H -9.146046 -3.161248 0.766979 -0.5297 -0.0902 0.1132
H 8.311412 5.033242 -3.872886 -0.3443 0.3580 -0.3049
H -0.007493 3.432271 9.678526 0.0690 0.6839 0.3042
H 5.992098 -0.783442 6.379964 0.0014 0.0133 0.0746
H 4.948541 0.639463 -5.428329 -0.0152 0.5298 -0.5542
H -9.904440 0.354207 -5.737846 -0.3568 -0.0725 -0.1536
H 1.882273 3.678727 11.269888 -0.2775 -0.2791 0.1159
H -0.220699 -5.627595 2.613784 -0.1178 -0.1393 0.0618
H 9.204250 4.148415 -1.814142 0.2037 -0.0049 -0.3074
H 3.086692 3.549318 10.092217 0.0309 0.4661 -0.5479
H -10.003084 -1.294464 -6.433667 0.1677 0.0227 0.0102
H 5.437142 -1.642244 -8.660433 0.3607 0.4533 -0.2016
H -10.074334 -1.047790 -4.672842 -0.0720 0.0139 -0.0970
H 6.080983 -3.046616 5.617369 0.1947 -0.1895 -0.1315
H 5.481301 4.440488 0.121798 0.0403 -0.0854 0.1512
H -1.504114 -0.994030 0.546046 0.0218 -0.2624 0.0410
H 2.102243 5.072212 10.363053 0.2045 0.0444 -0.7033
H 4.493716 5.557042 -1.827563 -0.0364 -0.0457 0.0052